{
  "formula": "C4H10O4",
  "method": "ωB97M-V/def2-TZVPD",
  "elements": ["C", "C", "C", "C", "H", "H", "H", "H", "H", "H", "H", "H", "H", "H", "O", "O", "O", "O"],
  "coordinates": [[-1.92930, 0.21616, -0.85222], [-0.60563, 0.83218, -0.29101], [0.56076, -0.18611, -0.47736], [1.84111, 0.56075, -0.20452], [-2.62683, -1.68138, -0.62105], [-1.81389, -0.18530, -1.84093], [-2.67779, 0.98413, -0.78193], [-0.39713, 1.86685, -0.64070], [-0.88498, 0.15577, 1.53142], [0.40918, -0.53109, -1.46939], [-0.46794, -1.40688, 0.48653], [1.80602, 1.07068, 0.76772], [1.86475, 1.44830, -0.95847], [2.42913, -1.03554, 0.39599], [-2.20802, -0.81214, 0.25461], [-0.76774, 1.12720, 1.12896], [0.48797, -1.17920, 0.52235], [2.88252, -0.28879, -0.14574]],
  "atomic_forces_ev_per_a": [[1.44, 0.90, 3.40], [-0.38, 0.57, 1.13], [-0.73, 2.80, 1.51], [-1.60, 3.23, -0.93], [1.68, 3.51, 4.70], [-0.05, -0.42, -0.31], [-0.66, 0.03, -0.20], [0.03, -0.94, -0.67], [0.43, 3.37, -0.81], [0.64, -0.91, -1.10], [0.53, -0.55, 0.41], [-0.80, 0.11, -0.04], [0.77, -1.72, 0.74], [1.76, 1.25, -1.19], [-2.27, -3.69, -6.88], [-0.63, -3.64, 0.04], [-1.01, -0.60, -0.56], [0.85, -3.30, 0.75]],
  "homo_energy_ev": -9.6,
  "homo_lumo_gap_ev": 9.27,
  "de_lowest_kcal_mol": 94.03,
  "lumo_energy_ev": -0.4,
  "fmax_ev_per_a": 8.1
}



{
  "formula": "C4H10O4",
  "method": "ωB97M-V/def2-TZVPD",
  "elements": ["C", "C", "O", "C", "O", "O", "O", "C", "H", "H", "H", "H", "H", "H", "H", "H", "H", "H"],
  "coordinates": [[1.81151, -0.34435, -1.29318], [0.47482, 0.46937, -1.41944], [-0.59773, -0.36438, -1.28034], [-0.93312, -0.66231, -0.01498], [-2.13143, -1.34967, 0.05984], [0.01700, -1.37884, 0.72031], [-1.13230, 0.92607, 0.69371], [-0.47517, 1.09308, 1.90782], [1.99437, -0.79884, -0.27736], [1.86872, -1.18832, -2.03847], [2.71790, 0.29489, -1.67858], [0.33326, 1.03238, -2.35022], [0.21684, 1.22463, -0.65939], [-2.85467, -0.79053, -0.41179], [-0.51938, -1.67183, 1.46135], [0.43509, 0.37361, 1.91910], [-1.19612, 0.95077, 2.70835], [-0.02961, 2.18427, 1.95328]],
  "atomic_forces_ev_per_a": [[1.52, 0.78, -1.26], [2.00, 1.36, 0.31], [-2.34, -2.24, 0.41], [-0.42, 1.27, 1.15], [-0.83, 2.25, -1.06], [-1.41, 1.12, -1.08], [-0.36, -2.95, -1.51], [2.22, 0.82, -0.45], [-0.15, 0.89, -1.16], [-0.64, 0.68, 0.73], [-1.61, -0.86, 1.24], [0.43, -0.65, -0.20], [1.49, 0.06, -0.05], [1.93, -1.26, 1.19], [0.16, -0.42, 0.52], [-1.44, 1.22, 0.67], [0.34, -0.10, 0.56], [-0.90, -1.96, 0.00]],
  "homo_energy_ev": -9.6,
  "homo_lumo_gap_ev": 10.26,
  "de_lowest_kcal_mol": 62.20,
  "lumo_energy_ev": 0.7,
  "smiles": "CCOC(O)(O)OC",
  "fmax_ev_per_a": 3.3
}



{
  "formula": "C4H10O4",
  "method": "ωB97M-V/def2-TZVPD",
  "elements": ["C", "C", "O", "C", "C", "O", "O", "H", "H", "H", "H", "H", "H", "H", "H", "O", "H", "H"],
  "coordinates": [[1.80724, -1.28855, -0.37651], [0.85660, -0.09467, -0.22230], [0.00502, -0.04364, -1.35304], [-0.01404, -0.10944, 1.06797], [0.23533, 1.08507, 1.94980], [1.30008, 1.58493, 2.14208], [-0.90392, 1.43206, 2.62600], [2.53423, -0.99453, -1.11564], [1.26957, -2.19869, -0.65501], [2.28671, -1.61682, 0.54442], [1.50287, 0.77827, -0.25704], [-0.42782, -0.88128, -1.52526], [-1.02934, -0.17723, 0.70967], [0.24952, -1.00715, 1.62759], [-1.17673, 2.35331, 2.57374], [-2.93641, 0.45938, -2.18264], [-3.49927, 0.33787, -2.95958], [-2.05965, 0.38110, -2.59427]],
  "atomic_forces_ev_per_a": [[-0.56, -0.19, 0.58], [0.16, -1.01, 0.41], [0.03, 0.90, -0.66], [1.06, -0.16, -0.86], [-0.60, -0.37, 0.37], [0.15, 0.42, -0.24], [-0.49, -0.29, -0.25], [0.35, -0.42, -0.30], [-0.15, 0.14, -0.48], [0.31, 0.59, 0.17], [-0.37, 0.35, 0.03], [0.13, -0.35, 0.35], [-0.42, 0.10, 0.40], [-0.22, 0.01, 0.26], [0.60, 0.23, 0.17], [0.32, -0.25, -0.84], [-0.25, 0.07, 0.32], [-0.05, 0.25, 0.56]],
  "homo_energy_ev": -10.5,
  "homo_lumo_gap_ev": 11.12,
  "de_lowest_kcal_mol": 16.80,
  "lumo_energy_ev": 0.6,
  "smiles": "C[C@@H](O)CC(=O)O.O",
  "fmax_ev_per_a": 1.4
}



{
  "formula": "C4H10O4P",
  "method": "ωB97M-V/def2-TZVPD",
  "elements": ["C", "C", "C", "C", "O", "O", "O", "O", "P", "H", "H", "H", "H", "H", "H", "H", "H", "H", "H"],
  "coordinates": [[-1.97793, 0.66998, -0.35619], [0.54766, 1.25508, 0.22603], [-0.09471, -0.57800, -1.20000], [-0.55330, 0.23077, -0.05880], [-1.35747, -2.22558, 1.11453], [-0.53561, -0.27563, 2.58803], [3.52036, -1.11699, 0.65340], [2.61691, -0.65072, -0.39342], [-0.71068, -0.91555, 1.26947], [-2.27605, 1.30172, 0.47433], [-1.98125, 1.30355, -1.30747], [-2.57618, -0.31759, -0.51993], [1.40557, 0.93073, -0.25141], [0.72816, 1.36898, 1.26852], [0.27397, 2.26095, -0.30057], [-0.57320, -1.59207, -1.13916], [-0.39663, -0.12052, -2.35342], [0.94987, -0.64236, -1.24767], [2.99050, -0.88674, 1.53373]],
  "atomic_forces_ev_per_a": [[-0.55, -0.25, -0.85], [-2.76, 2.84, -0.82], [-2.09, -1.05, -5.01], [0.87, 0.47, -1.19], [0.41, 0.24, -0.72], [0.35, -0.23, -0.44], [-1.39, 0.67, 2.82], [-0.04, -0.22, 0.17], [-0.74, -0.25, 2.90], [-0.88, -0.10, 0.08], [0.02, -0.97, 1.20], [0.50, 2.10, 0.34], [2.01, -0.78, -0.52], [0.08, 0.52, 0.74], [0.18, -1.43, 1.18], [0.58, 0.71, -0.58], [0.39, -0.92, 3.25], [1.41, -0.68, 0.19], [1.66, -0.67, -2.74]],
  "charge": -1,
  "homo_energy_ev": -2.6,
  "homo_lumo_gap_ev": 5.91,
  "de_lowest_kcal_mol": 117.05,
  "lumo_energy_ev": 3.3,
  "fmax_ev_per_a": 5.5
}



{
  "formula": "C4H10O5S",
  "method": "ωB97M-V/def2-TZVPD",
  "elements": ["C", "C", "C", "C", "O", "O", "O", "O", "O", "S", "H", "H", "H", "H", "H", "H", "H", "H", "H", "H"],
  "coordinates": [[-0.41500, -0.75690, 2.29064], [1.33492, -1.26071, -2.47349], [-1.05993, 0.40632, 1.62072], [1.07850, 0.07590, -1.73760], [-1.90809, 1.48346, -0.71696], [-2.13962, 0.95312, 2.21692], [-0.04745, 1.45508, 1.40326], [1.81975, 0.14956, -0.63819], [0.38044, 0.97929, -2.13371], [-1.64302, -0.02423, -0.12834], [0.20929, -0.28729, 3.08535], [0.25787, -1.10665, 1.44411], [-1.22125, -1.49472, 2.49025], [1.94055, -1.83660, -1.77401], [1.87401, -1.12346, -3.30645], [0.45882, -1.72599, -2.65390], [-2.66826, 1.64348, 1.71454], [-0.14198, 2.05903, 2.08403], [1.49042, 0.81254, -0.03397], [-1.25141, 1.69201, -1.40140]],
  "atomic_forces_ev_per_a": [[0.25, 0.27, -1.28], [1.07, 1.75, 4.75], [0.26, 2.50, -3.04], [0.48, -0.41, -1.45], [-0.79, 3.50, -0.15], [-1.89, 0.93, 1.52], [0.06, -2.82, -2.10], [0.26, -0.91, 0.32], [0.01, -0.28, 0.01], [0.68, -4.42, 1.28], [-0.62, -1.08, -0.01], [-0.56, -0.13, 1.40], [1.04, 0.29, 0.44], [-0.12, -0.29, -0.20], [1.80, 0.73, -3.24], [-2.94, -1.49, -0.72], [1.49, -1.29, 0.25], [-0.32, 2.03, 2.23], [-0.36, 1.00, 0.39], [0.20, 0.11, -0.43]],
  "multiplicity": 3,
  "homo_energy_ev": [-4.8, -9.9],
  "homo_lumo_gap_ev": [5.42, 7.99],
  "de_lowest_kcal_mol": 0.00,
  "lumo_energy_ev": [0.6, -1.9],
  "s2": 2.006,
  "fmax_ev_per_a": 5.2
}



{
  "formula": "C4H10OS",
  "method": "ωB97M-V/def2-TZVPD",
  "elements": ["C", "C", "O", "H", "H", "H", "H", "C", "C", "S", "H", "H", "H", "H", "H", "H"],
  "coordinates": [[2.60599, -0.51410, -0.31556], [2.99214, -1.86057, -1.09294], [2.85871, -3.00956, -0.68022], [3.36331, 0.23512, -0.59798], [2.45237, -0.62343, 0.75735], [1.69948, -0.18581, -0.89240], [3.56194, -1.58520, -2.05348], [-1.45376, 1.31476, 0.95425], [-2.24456, 0.43954, -0.08219], [-4.02234, 0.04739, 0.46027], [-1.65920, 0.92726, 1.89330], [-1.45140, 2.35275, 0.65303], [-0.41160, 1.09279, 0.89668], [-2.42671, 0.94867, -0.99878], [-1.94047, -0.52760, -0.28872], [-3.92390, 0.94800, 1.38741]],
  "atomic_forces_ev_per_a": [[-0.18, -1.30, -2.27], [0.74, -0.11, 1.62], [0.07, 2.66, -1.12], [-0.10, -0.32, 0.44], [-0.10, -0.04, -0.25], [0.40, -0.13, 0.90], [-0.84, -0.75, 0.68], [0.29, -1.43, -3.12], [-1.80, 1.66, 1.14], [0.90, -0.19, -0.55], [-1.01, 0.42, 2.18], [-0.89, 0.37, 0.83], [1.07, -0.49, -0.52], [0.39, 0.49, -0.75], [1.51, -1.65, -0.22], [-0.44, 0.81, 1.01]],
  "homo_energy_ev": -9.0,
  "homo_lumo_gap_ev": 9.74,
  "de_lowest_kcal_mol": 36.97,
  "lumo_energy_ev": 0.7,
  "smiles": "CC=O.CCS",
  "fmax_ev_per_a": 3.4
}



{
  "formula": "C4H10OS",
  "method": "ωB97M-V/def2-TZVPD",
  "elements": ["C", "C", "O", "H", "H", "H", "H", "C", "C", "S", "H", "H", "H", "H", "H", "H"],
  "coordinates": [[-3.11117, 0.85057, -0.09776], [-2.40474, 1.18926, -1.35521], [-2.93837, 1.61439, -2.36785], [-2.40292, 0.84929, 0.73932], [-3.84894, 1.62976, 0.18540], [-3.41153, -0.20335, -0.26948], [-1.47137, 0.48037, -1.43439], [2.55236, 0.60787, 0.19856], [2.76732, -0.83855, 0.52757], [1.33174, -1.62524, 1.39231], [1.78098, 0.79697, -0.61762], [2.15257, 1.08185, 1.03826], [3.52050, 1.14749, -0.07537], [3.61664, -0.92826, 1.32642], [3.03146, -1.46439, -0.38300], [0.40918, -1.15593, 0.51741]],
  "atomic_forces_ev_per_a": [[0.27, 1.32, 1.21], [-0.29, -2.79, -2.35], [1.16, 0.35, 1.63], [0.06, -0.24, -0.16], [-0.25, -1.05, -0.45], [-0.46, 0.72, 0.30], [-0.49, 1.69, -0.17], [0.48, 0.77, -2.24], [1.45, -1.50, 0.60], [0.13, 0.52, -0.67], [1.08, -0.48, 0.74], [-0.50, 0.95, 1.50], [-1.24, -0.82, 0.19], [-1.39, 0.03, -1.61], [-0.18, 0.76, 1.23], [0.17, -0.22, 0.25]],
  "homo_energy_ev": -9.3,
  "homo_lumo_gap_ev": 9.88,
  "de_lowest_kcal_mol": 30.53,
  "lumo_energy_ev": 0.6,
  "smiles": "CC=O.CCS",
  "fmax_ev_per_a": 3.7
}



{
  "formula": "C4H10OS",
  "method": "ωB97M-V/def2-TZVPD",
  "elements": ["C", "C", "C", "C", "O", "S", "H", "H", "H", "H", "H", "H", "H", "H", "H", "H"],
  "coordinates": [[-1.28033, -1.50480, -0.41049], [0.92537, 1.63317, 0.27864], [-0.92884, -0.09523, 0.05337], [0.53335, 0.26882, -0.21183], [-1.24005, 0.08495, 1.41680], [1.67188, -1.02743, 0.25758], [-0.74767, -2.24187, 0.19015], [-1.00622, -1.64629, -1.45305], [-2.34800, -1.67212, -0.29579], [1.95355, 1.87194, 0.01179], [0.27015, 2.38316, -0.15820], [0.81587, 1.67930, 1.36285], [-1.55121, 0.64163, -0.47154], [0.52176, 0.41757, -1.84536], [-0.75731, -0.57309, 1.92994], [2.61685, -0.22580, 0.74687]],
  "atomic_forces_ev_per_a": [[-0.03, 0.31, 0.00], [0.01, 0.10, 0.05], [0.05, -0.14, -0.38], [-0.22, 0.51, -4.30], [-0.10, 0.04, 0.43], [-0.11, -0.19, 0.06], [0.01, -0.07, 0.03], [0.01, -0.03, -0.10], [-0.06, -0.04, 0.02], [-0.02, 0.02, -0.02], [-0.05, 0.07, 0.00], [0.04, 0.00, 0.05], [0.20, -0.15, 0.05], [0.11, -0.49, 4.07], [0.04, -0.05, 0.01], [0.13, 0.10, 0.04]],
  "homo_energy_ev": -9.0,
  "homo_lumo_gap_ev": 9.71,
  "de_lowest_kcal_mol": 41.80,
  "lumo_energy_ev": 0.7,
  "fmax_ev_per_a": 4.3
}



{
  "formula": "C4H10OS2",
  "method": "ωB97M-V/def2-TZVPD",
  "elements": ["C", "C", "O", "C", "S", "S", "C", "H", "H", "H", "H", "H", "H", "H", "H", "H", "H"],
  "coordinates": [[1.49646, -0.42776, -0.12761], [1.77244, -1.39504, 0.81497], [4.21406, 1.04673, 0.52599], [2.17502, -0.10285, -1.28067], [-2.23024, 0.04148, 0.50212], [-4.02442, -0.44635, 0.68086], [-4.93741, 0.81936, -0.19618], [2.97701, -0.76276, -1.57621], [0.61434, 0.16867, 0.06823], [1.18306, -1.39565, 1.71777], [2.38041, -2.26572, 0.59197], [3.51652, 0.47860, 0.17610], [4.61684, 0.58725, 1.27284], [1.66376, 0.47704, -2.02780], [-4.73845, 0.64865, -1.25478], [-4.68377, 1.82291, 0.14488], [-5.99563, 0.70542, -0.03246]],
  "atomic_forces_ev_per_a": [[-0.36, 0.33, -0.02], [-0.32, -0.36, -0.34], [0.19, 0.12, 0.13], [-0.80, -1.54, -0.24], [-0.18, -0.32, 0.21], [0.38, 0.51, -0.12], [-0.34, 0.11, -0.12], [0.38, 0.29, -0.20], [-0.01, 0.43, 0.26], [0.05, -0.21, 0.16], [0.34, 0.33, 0.21], [0.34, 0.14, 0.34], [-0.15, 0.00, -0.19], [0.34, 0.49, -0.10], [0.13, 0.24, -0.04], [0.45, -0.12, -0.12], [-0.45, -0.44, 0.20]],
  "charge": 1,
  "multiplicity": 2,
  "homo_energy_ev": [-11.0, -13.0],
  "homo_lumo_gap_ev": [2.25, 4.25],
  "de_lowest_kcal_mol": 68.84,
  "lumo_energy_ev": [-8.8, -8.8],
  "s2": 0.786,
  "fmax_ev_per_a": 1.8
}



{
  "formula": "C4H10OSSi",
  "method": "ωB97M-V/def2-TZVPD",
  "elements": ["C", "C", "O", "Si", "C", "C", "S", "H", "H", "H", "H", "H", "H", "H", "H", "H", "H"],
  "coordinates": [[2.41822, 0.07488, -0.43567], [1.51362, -0.66484, 0.55457], [0.21006, -0.74689, 0.09336], [-0.96954, 0.30056, 0.39919], [-2.52575, -0.12785, -0.64217], [-3.82054, 0.44258, -0.20031], [-5.24431, -0.26585, 0.11988], [2.33232, -0.36667, -1.46800], [2.01702, 1.17335, -0.48660], [3.48328, -0.19664, -0.26425], [1.51316, -0.13991, 1.56882], [1.92788, -1.63990, 0.75555], [-0.32168, 1.58763, -0.18019], [-1.37281, 0.28380, 1.82429], [-2.66505, -1.32642, -0.42359], [-2.16105, -0.03221, -1.69805], [-3.82432, 1.43913, 0.27382]],
  "atomic_forces_ev_per_a": [[-0.80, 0.33, -1.11], [1.21, 1.23, 1.25], [-0.52, -1.59, -0.59], [-0.66, 1.58, -0.89], [0.75, -3.62, 0.46], [-0.48, 0.96, 1.41], [0.48, -0.38, -0.59], [-0.60, 0.40, 0.86], [1.65, -1.83, 0.04], [-0.51, 1.24, 0.56], [0.22, -0.42, -1.10], [-0.17, -0.61, -0.07], [-0.85, -0.40, 0.84], [0.17, 0.27, 0.01], [0.50, 2.64, -0.91], [-0.88, 0.15, 0.68], [0.50, 0.06, -0.86]],
  "homo_energy_ev": -8.7,
  "homo_lumo_gap_ev": 8.40,
  "de_lowest_kcal_mol": 44.15,
  "lumo_energy_ev": -0.3,
  "smiles": "CCO[SiH2]CC=S",
  "fmax_ev_per_a": 3.7
}



{
  "formula": "C4H10OSi",
  "method": "ωB97M-V/def2-TZVPD",
  "elements": ["C", "C", "C", "C", "O", "Si", "H", "H", "H", "H", "H", "H", "H", "H", "H", "H"],
  "coordinates": [[-1.69385, 0.65025, 0.05999], [-2.74284, -0.21545, -0.61242], [-0.90500, 0.01754, 1.05757], [1.26286, -0.89648, -0.12998], [-1.67840, 1.86305, -0.14985], [2.04336, 0.85731, -0.07029], [-2.68556, -0.41678, -1.63454], [-2.97836, -1.03276, 0.05973], [-3.62108, 0.44117, -0.52864], [-0.92444, -1.10542, 1.03743], [-0.42452, 0.47192, 1.93920], [1.75690, -1.59558, 0.66623], [0.97455, -1.34886, -1.07248], [0.83241, 1.82985, 0.04010], [2.95164, 0.72868, -1.23318], [2.90103, 1.19603, 1.07778]],
  "atomic_forces_ev_per_a": [[-0.44, 1.06, -0.65], [-1.18, 1.37, 2.25], [1.58, -2.81, 0.62], [1.53, 0.37, 2.42], [0.28, -0.36, 0.12], [-1.64, -0.41, -0.18], [0.69, -0.67, -1.51], [0.13, -0.64, -0.52], [0.00, -0.15, -0.14], [-0.29, 1.30, 0.50], [-0.29, 0.10, -0.87], [-1.40, 0.93, -1.59], [-0.22, -0.02, 0.18], [1.34, -0.42, -0.68], [-0.10, 0.70, -0.21], [0.01, -0.37, 0.24]],
  "homo_energy_ev": [-9.3, -9.1],
  "homo_lumo_gap_ev": [8.84, 8.01],
  "de_lowest_kcal_mol": 118.72,
  "lumo_energy_ev": [-0.4, -1.0],
  "fmax_ev_per_a": 3.3
}



{
  "formula": "C4H10OSi",
  "method": "ωB97M-V/def2-TZVPD",
  "elements": ["C", "C", "C", "C", "O", "Si", "H", "H", "H", "H", "H", "H", "H", "H", "H", "H"],
  "coordinates": [[1.20496, 0.12568, -0.01028], [1.50200, 1.52904, 0.26191], [-0.40047, -1.85730, 0.23673], [-0.15583, -0.39282, 0.32769], [2.05246, -0.56431, -0.56484], [-1.52080, 0.35323, -0.74821], [0.70229, 2.16058, 0.60062], [2.00637, 1.88384, -0.61989], [2.25262, 1.67348, 1.01488], [0.47883, -2.52841, 0.18844], [-1.06219, -2.10621, 1.03306], [-1.10218, -2.02067, -0.61311], [-0.21131, -0.02710, 2.13572], [-2.76437, -0.36225, -0.76137], [-1.17449, 0.31827, -2.16377], [-1.80790, 1.81497, -0.31758]],
  "atomic_forces_ev_per_a": [[0.58, -1.39, -0.17], [0.57, 1.21, 0.14], [-0.32, -0.85, -0.90], [0.15, 0.67, 2.96], [-0.95, 0.12, 0.47], [-0.11, 2.46, 0.92], [-0.69, 0.13, -0.29], [-0.11, 0.56, -0.53], [0.54, -0.51, 0.64], [-0.47, 0.56, 0.01], [-0.20, -0.54, 0.89], [0.86, -0.46, -0.05], [0.01, -0.37, -3.88], [-0.64, -0.58, 0.50], [0.59, 0.00, -0.29], [0.20, -1.00, -0.42]],
  "homo_energy_ev": -9.8,
  "homo_lumo_gap_ev": 9.29,
  "de_lowest_kcal_mol": 96.83,
  "lumo_energy_ev": -0.5,
  "fmax_ev_per_a": 3.9
}